1.
The molecule C6H10Cl2N2 in a non-equilibrium geometry. Source: OMol25; level of theory: the ωB97M-V functional and the def2-TZVPD basis.

## Properties
Gap between HOMO and LUMO: 10.007 eV
Highest occupied orbital energy: -9.32 eV
Spin multiplicity: 1
Calculated total energy: -1264.4905 Ha
LUMO: 0.69 eV

The geometry in XYZ format:
```
20
Properties=species:S:1:pos:R:3:mulliken_charge:R:1
C 1.6436 -0.1830 -1.1287 -1.5320
C 0.6418 0.1192 -0.0291 0.9306
Cl 1.3150 -0.7262 1.4533 -0.1816
C 0.3558 1.5939 0.3857 -1.1335
C -0.9140 1.7619 1.1754 -0.0983
N -1.8016 0.8220 1.3585 -0.5701
C -1.6338 -0.5212 0.8734 0.5340
N -1.3813 -1.4840 1.8083 -0.3346
Cl -3.4162 -0.8084 0.0485 -0.3022
C -0.6784 -0.5136 -0.3830 -1.2221
H 1.7641 -1.2871 -1.2726 0.3823
H 2.6463 0.2582 -0.8590 0.3580
H 1.2946 0.3463 -1.9556 0.4074
H 0.3457 2.1708 -0.4744 0.4337
H 1.1219 1.9757 0.9278 0.4885
H -1.0762 2.6720 1.7433 0.4160
H -1.8479 -1.3078 2.6378 0.2258
H -1.6121 -2.3665 1.4953 0.2324
H -1.0954 0.1515 -1.0818 0.4627
H -0.3863 -1.4747 -0.7202 0.5030
```

2.
The molecule C6H10Cl2N2 in a non-equilibrium geometry. Source: OMol25; level of theory: the ωB97M-V functional and the def2-TZVPD basis.

## Properties
Gap between HOMO and LUMO: 9.986 eV
Highest occupied orbital energy: -9.16 eV
Spin multiplicity: 1
Calculated total energy: -1264.4298 Ha
LUMO: 0.83 eV

The geometry in XYZ format:
```
20
Properties=species:S:1:pos:R:3:mulliken_charge:R:1
C 0.6934 -1.1943 -1.1255 -1.2619
C 0.0515 0.2459 -1.3851 -0.4676
N 0.1474 0.9836 -0.0938 -0.0753
C -0.1278 2.6584 -0.2310 -0.1103
Cl 1.2251 3.5768 0.4447 -0.1510
C -1.3305 2.7769 0.6841 0.2210
Cl -2.1623 4.2481 0.9539 -0.1508
N -1.6454 1.7439 1.3268 -0.4852
C -0.8965 0.5936 0.9841 0.0743
C -0.1095 -0.0017 2.1691 -1.0271
H 0.0703 -1.8033 -0.6059 0.3380
H 0.6802 -1.5989 -2.0958 0.4500
H 1.7043 -0.9457 -0.6178 0.2905
H 0.6789 0.9544 -2.0205 0.4128
H -0.9533 0.2297 -1.7219 0.3733
H -0.2541 2.7789 -1.2222 0.4396
H -1.6914 -0.0784 0.7970 0.3362
H 0.5348 0.8592 2.7140 0.1985
H 0.4992 -0.9273 1.9775 0.2844
H -0.9895 -0.2832 2.8657 0.3108
```

3.
The molecule C6H10ClFN2S in a non-equilibrium geometry. Source: OMol25; level of theory: the ωB97M-V functional and the def2-TZVPD basis.

## Properties
Gap between HOMO and LUMO: 9.275 eV
Highest occupied orbital energy: -8.81 eV
Spin multiplicity: 1
Calculated total energy: -1302.2327 Ha
LUMO: 0.47 eV

The geometry in XYZ format:
```
21
Properties=species:S:1:pos:R:3:mulliken_charge:R:1
C 0.6344 -2.6035 -0.7199 -0.7452
C 0.9153 -1.7838 -2.9312 0.1168
C 0.1784 1.7765 0.9672 0.6558
C -0.0903 1.9473 2.2582 -0.3996
C -1.3562 1.6409 2.9352 -0.0142
C -2.4707 1.1382 2.3992 -0.7776
H 1.4313 -2.1316 -0.1332 0.2956
H -0.2758 -2.0079 -0.5797 0.2533
H 0.4627 -3.5999 -0.3137 0.2839
H 1.1321 -1.9942 -3.9830 0.3019
H 0.4555 0.0707 -3.6231 0.2588
H 2.1635 0.7047 -1.5386 0.0742
H 0.7165 2.3552 2.8595 0.2974
H -1.3509 1.8623 4.0003 0.2695
H -3.3433 0.9586 3.0206 0.2445
H -2.5561 0.8916 1.3471 0.2255
N 1.0113 -2.7428 -2.1127 -0.5089
N 0.5240 -0.4480 -2.7601 -0.3131
F -0.6964 1.2883 0.0907 -0.2364
S 0.8315 0.5245 -1.4035 -0.0730
Cl 1.6833 2.1527 0.2207 -0.2090
```

4.
A structure of composition C6H10ClIN2OS in a non-equilibrium geometry. Source: OMol25; level of theory: the ωB97M-V functional and the def2-TZVPD basis.

## Properties
Gap between HOMO and LUMO (alpha / beta): 8.753 / 4.538 eV
Highest occupied orbital energy (alpha / beta): -8.88 / -9.57 eV
⟨S²⟩: 2.016
Spin multiplicity: 3
Calculated total energy: -1575.1281 Ha
LUMO (alpha / beta): -0.13 / -5.04 eV

The geometry in XYZ format:
```
22
Properties=species:S:1:pos:R:3:lowdin_spin:R:1
C -0.9681 -2.3636 0.1778 0.6314
C -1.2840 0.0508 2.5232 0.0119
C 0.4834 -0.3562 -2.0019 0.0017
C -0.0551 0.4157 -0.8032 0.0640
C 1.4224 -1.4818 -1.4816 0.0182
C -1.4492 0.0621 -0.3538 0.6483
N -0.7225 -3.4689 0.2903 0.1383
N -0.8695 2.2412 1.2572 0.0615
O -3.3876 1.1579 1.0408 0.0043
S -1.9182 1.0304 1.1066 0.0372
Cl 2.0513 -2.3489 -2.8439 0.0082
I -3.0335 0.0667 -1.7256 0.3202
H -2.1747 0.1046 3.2522 0.0006
H -1.0858 -0.9121 2.2576 0.0084
H -0.4892 0.7493 2.9149 0.0010
H -0.1948 -0.7823 -2.7859 -0.0009
H 1.1453 0.3516 -2.5498 0.0006
H -0.1455 1.4610 -1.0157 0.0208
H 0.5729 0.1996 -0.0739 0.0039
H 2.2592 -1.0854 -0.9555 0.0011
H 0.8961 -2.1575 -0.8469 0.0164
H -1.1040 3.0922 0.8031 0.0030
```

5.
The molecule C6H10ClN in a non-equilibrium geometry. Source: OMol25; level of theory: the ωB97M-V functional and the def2-TZVPD basis.

## Properties
Gap between HOMO and LUMO: 9.721 eV
Highest occupied orbital energy: -8.73 eV
Spin multiplicity: 1
Calculated total energy: -749.5249 Ha
LUMO: 0.99 eV

The geometry in XYZ format:
```
18
Properties=species:S:1:pos:R:3:mulliken_charge:R:1
Cl -2.6167 -0.2701 -1.2355 -0.2244
C -1.0593 0.1743 -0.4751 -0.0744
C -0.4116 -1.0305 0.2006 -0.8843
N 0.8941 -0.7453 0.8312 -0.1193
C 0.8844 0.4244 1.7415 -0.6472
C 1.6458 1.4706 0.9407 -0.2833
C 2.2199 0.9277 -0.1496 -0.3367
C 1.8906 -0.5163 -0.2471 -0.6677
H -1.2257 1.0496 0.1664 0.2703
H -0.3791 0.5193 -1.3157 0.2120
H -0.2173 -1.8759 -0.5150 0.4287
H -1.0771 -1.4373 0.9804 0.3527
H 1.4177 0.1763 2.6892 0.2706
H -0.1626 0.6482 1.9963 0.2810
H 1.8109 2.5055 1.2262 0.4097
H 2.8000 1.5040 -0.8470 0.4182
H 1.4611 -0.8687 -1.2421 0.2917
H 2.7783 -1.1141 -0.0206 0.3025
```

6.
A structure of composition C6H10ClO5P in a non-equilibrium geometry. Source: OMol25; level of theory: the ωB97M-V functional and the def2-TZVPD basis.

## Properties
Gap between HOMO and LUMO: 5.845 eV
Highest occupied orbital energy: -0.21 eV
Spin multiplicity: 1
Calculated total energy: -1412.4689 Ha
Net charge: -2
LUMO: 5.64 eV

The geometry in XYZ format:
```
23
Properties=species:S:1:pos:R:3:mulliken_charge:R:1
C 2.2502 0.4708 -0.0952 -0.5048
C 1.9901 -0.6287 0.9076 -0.5799
C 1.3483 0.6907 -1.2739 -0.8947
C 0.5635 -0.3572 1.4064 -0.7955
C -0.1180 0.6622 -0.7893 0.1078
C -0.2529 -0.5313 0.1550 0.4619
O -4.3443 -0.0848 1.0109 -0.8653
O -3.0095 -1.5347 -0.8718 -0.6454
O -3.2735 1.0022 -0.9521 -0.7328
O -0.3984 -1.6554 -0.4245 -0.9012
O -1.8132 -0.1095 0.9473 -0.4490
P -3.1656 -0.1042 0.0565 0.6956
Cl -0.4246 2.2493 0.0270 -0.1898
H 2.0247 1.4380 0.4180 0.2164
H 3.2472 0.3604 -0.4620 0.3520
H 1.9612 -1.6715 0.4419 0.2169
H 2.7275 -0.6311 1.6742 0.3964
H 1.5068 1.6734 -1.7465 0.3606
H 1.4599 -0.0508 -2.0588 0.3498
H 0.2088 -1.0082 2.2592 0.3213
H 0.4211 0.7046 1.8672 0.2116
H -0.9381 0.6223 -1.6250 0.4037
H -1.9712 -1.5064 -0.8719 0.4646
```

7.
The molecule C6H10F2N2 in a non-equilibrium geometry. Source: OMol25; level of theory: the ωB97M-V functional and the def2-TZVPD basis.

## Properties
Gap between HOMO and LUMO: 9.572 eV
Highest occupied orbital energy: -8.73 eV
Spin multiplicity: 1
Calculated total energy: -543.7570 Ha
LUMO: 0.85 eV

The geometry in XYZ format:
```
20
Properties=species:S:1:pos:R:3:mulliken_charge:R:1
C -2.8295 -0.3448 0.5275 -0.8652
C -2.1929 0.7768 0.1633 -0.4275
C -0.7245 0.8229 -0.0870 1.2949
C -0.2175 2.1442 -0.2887 -1.4788
N -0.2433 -0.3292 -0.0935 -0.4024
N 1.0567 -0.8279 -0.3434 -0.0005
C 1.0555 -2.2387 -0.1322 -0.8550
C 2.2172 -0.2028 -0.0011 0.3251
F 2.1408 0.5346 1.1343 -0.2906
F 2.7076 0.6504 -0.9868 -0.3063
H -3.8846 -0.2983 0.4688 0.2657
H -2.3815 -1.2091 0.8224 0.3475
H -2.7344 1.6681 -0.1876 0.2158
H 0.1349 2.7107 0.5791 0.2667
H -0.9327 2.7873 -0.5979 0.5204
H 0.6066 2.2277 -1.0645 0.2828
H 0.2211 -2.7323 -0.5317 0.3138
H 2.1177 -2.6075 -0.4227 0.2794
H 0.9235 -2.5384 0.9117 0.3512
H 2.9591 -0.9939 0.1302 0.1631
```

8.
A cluster of 2 separate species, C6H10F3NO in total in a non-equilibrium geometry. Source: OMol25; level of theory: the ωB97M-V functional and the def2-TZVPD basis.

## Properties
Gap between HOMO and LUMO: 9.059 eV
Highest occupied orbital energy: -8.50 eV
Spin multiplicity: 1
Calculated total energy: -664.1718 Ha
LUMO: 0.56 eV

The geometry in XYZ format:
```
21
Properties=species:S:1:pos:R:3:mulliken_charge:R:1
C -0.3324 0.6055 0.7992 0.7982
C 0.0068 2.0637 0.8944 -1.2942
C 0.4192 0.4461 -1.6751 -1.9015
C -0.0638 -2.3759 0.8065 -0.9664
C 0.3228 -0.1869 -0.3074 0.6896
C 2.3924 0.0120 0.2405 0.6612
N 0.0569 -1.5168 -0.3515 -0.1787
O -1.1031 0.0754 1.5620 -0.5721
F 2.6477 -0.3860 1.4995 -0.2580
F 2.8457 1.2704 0.0937 -0.2539
F 3.0777 -0.7878 -0.6031 -0.2797
H 0.9237 2.1703 1.4710 0.2789
H -0.7880 2.5764 1.4321 0.4209
H 0.1579 2.5222 -0.0762 0.3245
H 0.9387 -0.2295 -2.3534 0.5061
H -0.5806 0.6316 -2.0693 0.4121
H 0.9651 1.3845 -1.6581 0.3678
H -1.1164 -2.5375 1.0440 0.2919
H 0.4093 -3.3337 0.5997 0.3722
H 0.4145 -1.9275 1.6762 0.2959
H 0.3480 -1.9872 -1.1948 0.2853
```

9.
A cluster of 2 separate species, C6H10FN2O5S2 in total in a non-equilibrium geometry. Source: OMol25; level of theory: the ωB97M-V functional and the def2-TZVPD basis.

## Properties
Gap between HOMO and LUMO: 4.425 eV
Highest occupied orbital energy: -2.28 eV
Spin multiplicity: 1
Calculated total energy: -1616.4360 Ha
Net charge: -1
LUMO: 2.15 eV

The geometry in XYZ format:
```
26
Properties=species:S:1:pos:R:3:mulliken_charge:R:1
C 2.6334 -1.4209 -0.0715 -0.8109
C 3.1198 0.0958 0.1680 -0.4239
S 1.8437 1.1874 0.9965 -0.0120
C 0.3462 1.0191 -0.1322 -0.2745
N -0.7831 1.8007 0.4756 0.2508
S -0.8041 1.7463 2.2150 -0.2151
C -2.0817 1.4219 -0.1118 0.2307
O -2.7112 2.2856 -0.7825 -0.4664
O -2.6939 0.1222 0.0449 -0.1413
C -2.3781 -0.7575 -1.0295 0.5149
O -2.4278 -0.2840 -2.2035 -0.4983
N -1.9431 -2.1641 -0.8951 -0.2214
C -2.1986 -2.7280 0.4343 0.6397
O -1.4064 -3.6230 0.8418 -0.5013
F -3.2847 -2.3981 1.2778 -0.1888
H 3.5409 -2.1048 0.0740 0.3172
H 2.2515 -1.5778 -1.1534 0.2018
H 1.8162 -1.7852 0.6392 0.2008
H 4.0670 0.0587 0.8032 0.3193
H 3.3159 0.5423 -0.8832 0.2641
H 0.1315 -0.1110 -0.2305 -0.0765
H 0.5606 1.4310 -1.1939 0.3764
H -1.1782 0.4818 2.6655 0.1170
H -0.9026 -2.1490 -0.9911 0.3450
O 1.0272 4.3249 -0.3622 -1.0739
H 0.1395 4.5859 -0.5957 0.1267
```

10.
The ion C6H10IN2O with charge +1 in a non-equilibrium geometry. Source: OMol25; level of theory: the ωB97M-V functional and the def2-TZVPD basis.

## Properties
Gap between HOMO and LUMO: 9.197 eV
Highest occupied orbital energy: -12.92 eV
Spin multiplicity: 1
Calculated total energy: -716.8202 Ha
Net charge: +1
LUMO: -3.73 eV

The geometry in XYZ format:
```
20
Properties=species:S:1:pos:R:3:mulliken_charge:R:1
C -1.9456 -1.5122 0.1594 -1.2592
C -0.7306 -0.7036 -0.4707 0.3174
C 0.7311 -1.0924 -0.0803 -0.7372
C 1.3855 0.1309 0.4853 -0.0679
C 2.6620 0.8477 -0.1673 0.0795
O 2.7376 2.0290 -0.3749 -0.4148
I 4.5596 -0.2951 -0.1304 0.0906
N 0.4336 1.1412 0.4194 -0.1017
C -0.7456 0.7842 -0.0801 0.1585
N -1.7246 1.7256 -0.2615 -0.3912
H -2.7963 -0.8761 0.1513 0.3572
H -1.7236 -1.7844 1.2722 0.3197
H -2.2201 -2.4030 -0.3712 0.3935
H -0.9602 -0.7381 -1.5702 0.3549
H 0.7773 -2.1154 0.4690 0.4022
H 1.2634 -1.2545 -0.9832 0.3564
H 1.7173 0.0398 1.4993 0.3917
H 0.6603 2.0039 0.8524 0.2485
H -2.5385 1.4020 -0.8184 0.2639
H -1.5426 2.6705 -0.0003 0.2381
```